# C16H21Br36IN2OPS2

A molecular structure, C16H21Br36IN2OPS2 (ωB97M-V/def2-TZVPD, the Open Molecules 2025 dataset).

CARTESIAN COORDINATES (ANGSTROEM)
C1 2.62527 -1.97536 0.29386
C2 2.72236 -0.55905 -0.43757
I1 4.73354 0.19392 0.09268
C3 1.69551 0.53825 0.11603
N1 0.22576 0.23334 -0.14763
S1 -0.05068 -0.68250 -1.63228
N2 -0.49671 1.47975 -0.29173
C4 -0.48984 2.17150 0.79821
S2 -0.09604 3.27722 1.93560
P1 -0.68896 -0.65252 1.18334
O1 -2.19133 -0.58339 0.86547
H1 1.81405 -2.62413 -0.14610
H2 3.64557 -2.45233 0.21562
H3 2.43643 -1.76520 1.37416
H4 2.73793 -0.64641 -1.55199
H5 1.86842 0.62983 1.23194
H6 1.95401 1.51379 -0.39603
H7 -1.02865 -1.60492 -1.26623
H8 -0.47911 -0.12482 2.52156
H9 -0.28719 -2.03333 1.13726
C5 -1.91585 4.10094 -2.20074
Br1 -1.99755 5.62799 -1.00993
Br2 -3.54124 3.90640 -3.23419
Br3 -0.34412 4.15426 -3.33162
H10 -1.82833 3.21626 -1.57816
C6 0.56335 -1.83404 5.18499
Br4 0.83846 -1.13080 3.38700
Br5 1.30227 -3.61099 5.38357
Br6 1.21908 -0.62347 6.54445
H11 -0.51317 -1.91780 5.32634
C7 -4.04681 2.51747 4.11086
Br7 -3.16018 1.39833 2.79928
Br8 -2.85239 3.84081 4.86761
Br9 -5.64667 3.32205 3.38189
H12 -4.35730 1.86857 4.92467
C8 0.56174 5.44679 -7.01904
Br10 -0.53113 6.72271 -6.05400
Br11 0.94641 6.04706 -8.81823
Br12 2.18070 5.00166 -6.04854
H13 -0.01794 4.53292 -7.10546
C9 -6.43977 0.52139 0.21588
Br13 -7.56654 -0.29839 1.56082
Br14 -6.25196 -0.60399 -1.34978
Br15 -7.05117 2.29996 -0.24737
H14 -5.45036 0.62817 0.65175
C10 4.73895 1.69915 4.15442
Br16 6.43580 2.57406 3.84223
Br17 3.41716 2.21468 2.83149
Br18 4.93434 -0.22546 4.26130
H15 4.37529 2.04038 5.11896
C11 -3.10990 2.31609 8.68345
Br19 -1.78397 1.24250 7.76428
Br20 -2.32974 3.90358 9.47049
Br21 -4.61129 2.74669 7.53795
H16 -3.49555 1.71259 9.49962
C12 2.77039 9.22016 -10.72792
Br22 1.61405 9.81199 -9.29004
Br23 4.16894 8.03866 -10.09171
Br24 1.76337 8.42505 -12.17907
H17 3.25885 10.10393 -11.12599
C13 -1.76630 -4.17987 -3.07827
Br25 -0.82631 -4.41831 -1.39854
Br26 -1.26662 -2.52403 -3.95791
Br27 -1.54504 -5.70388 -4.24584
H18 -2.82382 -4.10755 -2.84240
C14 -2.62415 -2.96844 8.65625
Br28 -2.34524 -2.26664 6.86901
Br29 -1.88508 -4.74646 8.85143
Br30 -1.96228 -1.75999 10.01782
H19 -3.69722 -3.05179 8.79866
C15 2.24775 -6.30077 -6.53710
Br31 0.86409 -7.65081 -6.67675
Br32 1.51104 -4.50804 -6.52617
Br33 3.40270 -6.61201 -5.01495
H20 2.86359 -6.38498 -7.42708
C16 4.59996 -9.72287 -2.22328
Br34 4.57220 -8.18195 -1.04837
Br35 2.95581 -9.88333 -3.23291
Br36 6.15373 -9.71715 -3.37872
H21 4.67461 -10.60312 -1.59256

Properties
Net charge: +1
Orbital gap, eV: 6.674
Largest force on an atom, hartree/bohr: 0.12185